{
  "formula": "C4H8O2",
  "method": "wB97M-V/def2-TZVPD",
  "lumo_ha": 0.0376,
  "e_above_lowest_kj_mol": 358.4,
  "homo_ev": -9.2,
  "species": ["C", "C", "O", "C", "C", "O", "H", "H", "H", "H", "H", "H", "H", "H"],
  "positions_angstrom": [[1.80, 0.57, 0.07], [0.95, -0.59, 0.55], [-0.04, -0.27, 1.49], [-0.57, -0.78, 0.28], [-1.30, 0.03, -0.71], [-2.44, 0.61, -0.13], [1.21, 1.49, 0.06], [2.20, 0.37, -0.93], [2.67, 0.75, 0.72], [0.95, -1.60, 0.14], [-1.02, -1.77, 0.50], [-1.64, -0.64, -1.52], [-0.63, 0.76, -1.17], [-2.11, 1.05, 0.66]]
}



{
  "formula": "C4N2",
  "method": "wB97M-V/def2-TZVPD",
  "lumo_ha": -0.0482,
  "e_above_lowest_kj_mol": 80.8,
  "homo_ev": -11.5,
  "species": ["C", "C", "C", "C", "N", "N"],
  "positions_angstrom": [[1.40, 1.39, -0.53], [0.28, 0.51, -0.32], [-0.59, -0.22, 0.10], [-1.44, -1.28, 0.61], [2.47, 1.80, -0.92], [-2.11, -2.20, 1.06]]
}



{
  "formula": "C4H9NO2",
  "method": "wB97M-V/def2-TZVPD",
  "lumo_ha": 0.0251,
  "e_above_lowest_kj_mol": 227.4,
  "homo_ev": -7.8,
  "species": ["C", "C", "N", "C", "C", "H", "H", "H", "H", "H", "H", "H", "O", "H", "H", "O"],
  "positions_angstrom": [[-1.09, -0.58, 0.69], [-0.08, -0.36, -0.25], [0.09, -1.49, -0.93], [-0.66, -2.49, -0.38], [-1.51, -1.90, 0.67], [-1.37, 0.33, 1.20], [0.30, 0.61, -0.68], [0.58, -1.56, -1.80], [-0.84, -3.49, -0.65], [-2.24, -2.34, 1.25], [1.69, 1.36, 2.07], [2.60, 0.70, 3.01], [2.45, 0.85, 2.08], [-0.26, 2.85, -2.60], [-0.02, 4.19, -1.72], [0.38, 3.31, -1.96]]
}



{
  "formula": "C3H11N2S",
  "method": "wB97M-V/def2-TZVPD",
  "lumo_ha": -0.1510,
  "e_above_lowest_kj_mol": 82.6,
  "charge": 1,
  "homo_ev": -12.1,
  "species": ["C", "S", "C", "H", "H", "H", "H", "H", "H", "N", "C", "N", "H", "H", "H", "H", "H"],
  "positions_angstrom": [[-1.50, 1.62, 1.49], [-0.90, 0.47, 0.23], [-1.95, -0.99, 0.63], [-1.44, 1.12, 2.45], [-0.87, 2.51, 1.49], [-2.50, 1.97, 1.27], [-2.06, -1.54, -0.29], [-2.93, -0.66, 0.96], [-1.39, -1.57, 1.36], [2.14, 0.79, -1.31], [2.30, -0.50, -1.23], [1.41, -1.37, -0.78], [1.26, 1.29, -1.30], [2.94, 1.32, -1.64], [3.21, -0.89, -1.69], [1.83, -2.26, -0.57], [0.45, -1.32, -1.07]]
}



{
  "formula": "C22H69Cl2N2O15S",
  "method": "wB97M-V/def2-TZVPD",
  "lumo_ha": -0.1728,
  "charge": 1,
  "homo_ev": -11.3,
  "species": ["C", "C", "Cl", "C", "Cl", "N", "C", "C", "S", "C", "C", "N", "H", "H", "H", "H", "H", "H", "H", "H", "H", "C", "O", "H", "H", "H", "H", "C", "O", "H", "H", "H", "H", "C", "O", "H", "H", "H", "H", "C", "O", "H", "H", "H", "H", "C", "O", "H", "H", "H", "H", "C", "O", "H", "H", "H", "H", "C", "O", "H", "H", "H", "H", "C", "O", "H", "H", "H", "H", "C", "O", "H", "H", "H", "H", "C", "O", "H", "H", "H", "H", "C", "O", "H", "H", "H", "H", "C", "O", "H", "H", "H", "H", "C", "O", "H", "H", "H", "H", "C", "O", "H", "H", "H", "H", "C", "O", "H", "H", "H", "H"],
  "positions_angstrom": [[4.31, -0.08, -3.99], [4.34, 1.21, -3.18], [4.74, 0.91, -1.47], [3.07, 2.05, -3.23], [2.89, 2.91, -4.75], [1.85, 1.24, -2.92], [1.18, 0.64, -3.89], [0.04, -0.11, -3.57], [-0.88, -0.85, -4.86], [-0.29, -0.16, -2.23], [0.52, 0.48, -1.29], [1.58, 1.18, -1.64], [4.88, -0.83, -3.45], [4.84, 0.06, -4.93], [3.33, -0.51, -4.15], [5.13, 1.84, -3.56], [3.12, 2.81, -2.46], [1.49, 0.72, -4.92], [-1.08, -2.05, -4.29], [-1.15, -0.72, -1.89], [0.28, 0.43, -0.24], [-3.81, -1.67, -7.61], [-2.60, -2.19, -7.07], [-4.63, -2.25, -7.19], [-3.95, -0.62, -7.32], [-3.83, -1.75, -8.69], [-1.87, -1.69, -7.45], [-2.33, 1.00, 1.88], [-1.92, 0.72, 0.53], [-1.70, 0.41, 2.54], [-2.22, 2.06, 2.10], [-3.37, 0.72, 2.02], [-2.49, 1.24, -0.05], [-5.46, 3.56, 2.73], [-4.20, 3.62, 2.04], [-5.55, 2.56, 3.14], [-5.50, 4.29, 3.54], [-6.29, 3.74, 2.05], [-4.11, 4.51, 1.68], [5.22, -3.65, -1.99], [4.61, -3.22, -0.77], [5.00, -4.71, -2.10], [4.81, -3.12, -2.85], [6.30, -3.52, -1.96], [4.81, -2.28, -0.66], [3.05, -2.62, -6.47], [3.14, -2.91, -5.07], [3.80, -1.87, -6.70], [3.25, -3.50, -7.07], [2.06, -2.22, -6.72], [2.48, -3.58, -4.88], [5.38, -5.58, -8.05], [4.68, -4.65, -8.88], [4.64, -6.10, -7.45], [5.93, -6.31, -8.65], [6.08, -5.07, -7.38], [5.33, -4.19, -9.41], [4.95, 1.41, 2.89], [5.50, 0.32, 2.13], [5.39, 1.38, 3.88], [5.19, 2.36, 2.42], [3.87, 1.31, 2.97], [5.11, 0.35, 1.26], [-8.95, 3.64, 4.83], [-8.33, 4.30, 3.72], [-8.17, 3.18, 5.42], [-9.50, 4.35, 5.45], [-9.63, 2.86, 4.48], [-9.03, 4.71, 3.19], [-7.26, 1.28, 7.61], [-8.56, 1.35, 7.03], [-6.80, 2.27, 7.51], [-7.31, 1.03, 8.67], [-6.64, 0.55, 7.08], [-8.97, 0.48, 7.12], [2.63, 3.70, 5.29], [3.01, 3.51, 3.93], [3.18, 2.97, 5.88], [2.90, 4.70, 5.64], [1.56, 3.54, 5.44], [2.53, 4.15, 3.40], [-4.43, -2.28, 2.20], [-3.18, -2.20, 1.52], [-4.52, -3.29, 2.59], [-4.48, -1.57, 3.02], [-5.27, -2.10, 1.51], [-3.09, -1.31, 1.16], [-5.00, 0.91, 11.17], [-6.31, 0.95, 10.61], [-4.57, 1.90, 11.06], [-5.03, 0.66, 12.24], [-4.36, 0.19, 10.65], [-6.69, 0.08, 10.72], [8.36, -5.68, -1.26], [8.18, -5.33, -2.63], [9.13, -5.03, -0.86], [7.44, -5.53, -0.69], [8.68, -6.72, -1.16], [7.50, -5.91, -2.99], [-1.45, 4.14, -2.77], [-0.12, 4.06, -3.29], [-1.83, 5.12, -3.02], [-2.09, 3.38, -3.23], [-1.46, 4.02, -1.69], [0.23, 3.19, -3.06], [1.13, -0.19, 2.60], [2.20, -0.59, 3.43], [0.24, -0.11, 3.23], [1.32, 0.78, 2.14], [0.93, -0.93, 1.82], [2.99, -0.67, 2.88]]
}



{
  "formula": "C18H31AlF5O5",
  "method": "wB97M-V/def2-TZVPD",
  "lumo_ha": 0.1062,
  "charge": -1,
  "homo_ev": -5.3,
  "species": ["C", "C", "O", "C", "O", "C", "C", "C", "C", "C", "C", "C", "C", "C", "O", "Al", "C", "C", "C", "C", "F", "F", "C", "F", "F", "F", "O", "C", "O", "H", "H", "H", "H", "H", "H", "H", "H", "H", "H", "H", "H", "H", "H", "H", "H", "H", "H", "H", "H", "H", "H", "H", "H", "H", "H", "H", "H", "H", "H", "H"],
  "positions_angstrom": [[1.19, -5.04, 1.97], [0.07, -4.27, 2.63], [-1.20, -4.41, 1.96], [-1.27, -3.73, 0.77], [-0.93, -4.25, -0.27], [-1.84, -2.35, 0.92], [-2.05, -1.61, -0.40], [-2.48, -0.15, -0.17], [-1.39, 0.92, -0.08], [-2.00, 2.36, -0.06], [-3.51, 2.55, 0.16], [-4.48, 2.61, -1.06], [-3.83, 2.43, -2.43], [-5.65, 1.62, -0.91], [-0.63, 0.74, 1.12], [0.94, -0.03, 0.77], [2.62, 1.05, 0.93], [3.65, 0.44, -0.06], [5.11, 0.44, 0.43], [6.03, 1.51, -0.17], [6.36, 2.45, 0.77], [5.45, 2.18, -1.20], [7.39, 0.97, -0.72], [7.28, 0.64, -2.01], [7.79, -0.13, -0.07], [8.36, 1.87, -0.62], [0.58, -0.16, -0.99], [-0.33, 0.86, -1.21], [-0.96, 0.69, -2.48], [2.11, -4.89, 2.55], [1.37, -4.68, 0.95], [0.97, -6.11, 1.93], [0.33, -3.21, 2.70], [-0.10, -4.65, 3.64], [-2.79, -2.45, 1.45], [-1.17, -1.80, 1.59], [-1.16, -1.68, -1.03], [-2.85, -2.13, -0.94], [-3.04, -0.12, 0.78], [-3.19, 0.12, -0.96], [-1.67, 2.93, -0.93], [-1.50, 2.81, 0.80], [-3.63, 3.50, 0.69], [-3.86, 1.79, 0.86], [-4.92, 3.61, -1.06], [-3.41, 1.43, -2.56], [-3.05, 3.17, -2.62], [-4.59, 2.58, -3.21], [-6.55, 2.02, -1.40], [-5.42, 0.68, -1.41], [-5.88, 1.42, 0.14], [1.16, -1.43, 1.55], [3.04, 1.05, 1.94], [2.45, 2.10, 0.68], [3.40, -0.60, -0.27], [3.56, 0.95, -1.02], [5.12, 0.63, 1.51], [5.55, -0.54, 0.30], [0.19, 1.84, -1.17], [-0.72, 1.45, -3.02]]
}



{
  "formula": "C2H3O3",
  "method": "wB97M-V/def2-TZVPD",
  "lumo_ha": [-0.3015, -0.3017],
  "e_above_lowest_kj_mol": 964.9,
  "charge": 1,
  "homo_ev": [-17.6, -17.6],
  "species": ["C", "C", "O", "O", "O", "H", "H", "H"],
  "positions_angstrom": [[-1.58, -0.40, 0.03], [-0.78, 0.56, -0.08], [3.30, -0.19, 0.07], [1.08, -0.25, 0.12], [2.22, 0.33, -0.15], [-2.57, -0.16, 0.02], [-1.24, -1.42, -0.12], [-0.44, 1.52, 0.12]]
}



{
  "formula": "C2Ag8O6",
  "method": "wB97M-V/def2-TZVPD",
  "lumo_ha": -0.6231,
  "e_above_lowest_kj_mol": 0.0,
  "charge": 4,
  "homo_ev": -19.9,
  "species": ["Ag", "Ag", "Ag", "Ag", "Ag", "Ag", "Ag", "Ag", "C", "O", "O", "O", "C", "O", "O", "O"],
  "positions_angstrom": [[-2.25, 2.27, 1.74], [-2.37, -0.83, 0.16], [-0.63, 0.99, -1.94], [-1.01, -1.02, 3.00], [0.82, -2.93, 0.63], [1.41, 3.33, 2.18], [-0.40, 3.63, -0.53], [2.68, -0.32, -0.80], [-0.07, -1.97, -1.96], [0.92, -1.14, -1.86], [0.08, -3.20, -2.04], [-1.18, -1.38, -2.06], [0.51, 0.61, 0.97], [0.10, -0.61, 0.86], [1.68, 1.02, 1.04], [-0.29, 1.55, 0.59]]
}



Number 1: calculated total energy -8369.567 eV, largest force on an atom 0.0630 Eh/bohr. Number 2: calculated total energy -7124.150 eV, largest force on an atom 0.1399 Eh/bohr. Number 3: calculated total energy -9877.704 eV, largest force on an atom 0.1064 Eh/bohr. Number 4: calculated total energy -17098.158 eV, largest force on an atom 0.0250 Eh/bohr. Number 5: calculated total energy -93491.496 eV, largest force on an atom 0.0181 Eh/bohr. Number 6: calculated total energy -49595.599 eV, largest force on an atom 0.0162 Eh/bohr. Number 7: calculated total energy -8246.273 eV, largest force on an atom 0.0647 Eh/bohr. Number 8: calculated total energy -46299.934 eV, largest force on an atom 0.1036 Eh/bohr.